[1]
This record from OMol25 describes an isolated molecule of C24H28N4O6. The level of theory is ωB97M-V/def2-TZVPD.

2S+1: 1
E_LUMO: -0.27 eV
SMILES: COC(=O)c1[nH]c(C)c(/C(O)=C2\C(=O)C(=O)N(CCN3CCOCC3)[C@@H]2c2cccnc2)c1C
ΔE to the lowest compared entry with this formula, charge and spin: 37.06 kJ/mol
net charge: 0

Structure (XYZ):
```
62
C24H28N4O6 ωB97M-V/def2-TZVPD
C -8.7684 -0.7502 -0.7674
O -7.3777 -0.4698 -0.7098
C -6.7569 -0.8565 0.4181
O -7.3260 -1.3937 1.3441
C -5.3345 -0.5606 0.4309
N -4.6099 -0.9031 1.5459
C -3.3177 -0.5810 1.3930
C -2.3227 -0.7948 2.4657
C -3.1834 0.0096 0.1340
C -1.9763 0.5579 -0.4516
O -2.0612 1.7851 -1.0188
C -0.7728 -0.0709 -0.4885
C -0.4656 -1.4456 -0.1589
O -1.1882 -2.3044 0.3035
C 0.9913 -1.6529 -0.5659
O 1.6377 -2.6753 -0.4900
N 1.4402 -0.4747 -1.0566
C 2.7514 -0.2970 -1.6239
C 3.7849 0.3214 -0.6569
N 4.9111 -0.5717 -0.4746
C 4.6096 -1.6632 0.4411
C 5.7943 -2.6248 0.4718
O 6.9794 -1.9730 0.8745
C 7.2616 -0.8963 0.0164
C 6.1101 0.1102 -0.0208
C 0.4677 0.5958 -1.0339
C 0.8898 1.7338 -0.1354
C 1.0873 3.0199 -0.6154
C 1.4695 4.0161 0.2693
C 1.6376 3.6823 1.6038
N 1.4492 2.4595 2.0729
C 1.0867 1.5158 1.2265
C -4.4689 0.0330 -0.4721
C -4.8059 0.5389 -1.8327
H -9.1166 -0.3621 -1.7210
H -8.9421 -1.8264 -0.7041
H -9.2888 -0.2628 0.0596
H -5.0278 -1.3645 2.3401
H -1.5554 -0.0248 2.4362
H -1.8340 -1.7595 2.3153
H -2.8046 -0.7922 3.4407
H -2.9666 2.1158 -0.9433
H 2.6539 0.3236 -2.5187
H 3.1110 -1.2854 -1.9204
H 4.1606 1.2583 -1.0756
H 3.2978 0.5584 0.3041
H 3.7204 -2.1957 0.1024
H 4.4266 -1.2791 1.4610
H 5.6231 -3.4239 1.1939
H 5.9319 -3.0584 -0.5297
H 8.1709 -0.4277 0.3974
H 7.4396 -1.2681 -1.0044
H 6.3536 0.9123 -0.7218
H 5.9763 0.5453 0.9860
H 0.3064 0.9837 -2.0504
H 0.9390 3.2383 -1.6634
H 1.6323 5.0271 -0.0704
H 1.9341 4.4212 2.3360
H 0.9469 0.5285 1.6515
H -3.9272 0.5464 -2.4743
H -5.5647 -0.0958 -2.2821
H -5.2196 1.5479 -1.7827
```

---

[2]
This record from OMol25 describes a structure of composition C47H44BrF4N6O5PRuS2. The level of theory is ωB97M-V/def2-TZVPD.

2S+1: 2
E_LUMO (alpha / beta): -3.18 / -3.73 eV
net charge: +1

Structure (XYZ):
```
111
C47H44BrF4N6O5PRuS2 ωB97M-V/def2-TZVPD
Ru 0.1137 -0.2025 -0.6456
F -6.6679 3.0126 0.0358
C -5.5003 2.4560 0.3244
C -4.9044 2.6815 1.5522
F -5.5113 3.4463 2.4518
C -3.6794 2.0998 1.8416
F -3.2027 2.3138 3.0699
C -2.9877 1.3235 0.9174
P -1.3078 0.6363 1.2732
C -1.8621 -0.5854 2.5266
C -2.5185 -1.7086 2.0292
C -2.9999 -2.6836 2.8890
C -2.8419 -2.5384 4.2586
C -2.2187 -1.4045 4.7614
C -1.7317 -0.4299 3.9035
C -0.5484 2.0110 2.2145
C -0.9063 3.3356 1.9733
C -0.3327 4.3705 2.6919
C 0.6173 4.0994 3.6648
C 0.9924 2.7859 3.9009
C 0.4229 1.7494 3.1762
C -3.6606 1.0394 -0.2693
Br -3.0442 -0.3044 -1.4223
C -4.8825 1.6068 -0.5782
F -5.5049 1.3300 -1.7213
H -2.6444 -1.8450 0.9628
H -3.4908 -3.5557 2.4784
H -3.2109 -3.2990 4.9332
H -2.1165 -1.2698 5.8300
H -1.2762 0.4547 4.3230
H -1.6483 3.5704 1.2209
H -0.6381 5.3901 2.4990
H 1.0500 4.9047 4.2427
H 1.7195 2.5608 4.6709
H 0.7182 0.7302 3.3704
C -1.8463 1.1360 -4.0925
C -1.9134 2.2297 -3.0608
C -2.9801 3.1245 -3.0845
C -3.0110 4.2226 -2.2421
C -1.9297 4.4793 -1.4122
C -0.8493 3.6064 -1.3542
C 0.4068 3.9877 -0.6254
C -0.9098 2.4395 -2.1147
N 0.1215 1.4272 -1.9803
C 1.0800 1.4255 -2.8486
C 1.3569 2.5037 -3.8477
C 1.9232 0.1877 -2.8942
C 3.0927 0.1746 -3.8261
N 1.5501 -0.7778 -2.1259
C 2.1049 -2.0932 -2.3964
C 1.8138 -2.6932 -3.6257
C 1.0028 -2.0701 -4.7359
C 2.3253 -3.9629 -3.8716
C 3.1177 -4.6126 -2.9453
C 3.4229 -3.9818 -1.7532
C 2.9294 -2.7185 -1.4587
C 3.3636 -2.0575 -0.1837
H -2.8472 0.8275 -4.3888
H -1.3115 0.2554 -3.7411
H -1.3398 1.5011 -4.9905
H -3.7876 2.9544 -3.7849
H -3.8513 4.9028 -2.2676
H -1.8989 5.3880 -0.8245
H 0.2571 4.9024 -0.0558
H 1.2122 4.1677 -1.3435
H 0.7623 3.2063 0.0438
H 0.7276 3.3731 -3.6851
H 1.1945 2.1423 -4.8645
H 2.4042 2.7974 -3.7760
H 3.7758 0.9718 -3.5258
H 2.7879 0.3753 -4.8532
H 3.6224 -0.7723 -3.7941
H 0.5759 -1.0994 -4.4935
H 0.1803 -2.7295 -5.0144
H 1.6238 -1.9515 -5.6264
H 2.0908 -4.4408 -4.8147
H 3.5006 -5.6020 -3.1545
H 4.0591 -4.4712 -1.0271
H 3.6828 -2.8094 0.5375
H 2.5735 -1.4559 0.2558
H 4.2047 -1.3829 -0.3633
C 4.6068 2.8343 2.7899
N 3.8117 2.5297 1.6180
C 3.1436 1.3911 1.4105
N 3.1720 0.4406 2.3352
S 2.3646 1.1713 -0.0940
H 4.7730 3.9077 2.8243
H 5.5737 2.3266 2.7746
H 4.0684 2.5641 3.6982
H 3.8257 3.1680 0.8392
H 3.6017 0.5987 3.2303
H 2.5385 -0.3526 2.2310
O -2.8437 -2.9426 -3.4153
N -1.7286 -2.8865 -3.0356
O -1.0387 -1.9973 -2.6404
O 1.0478 -1.2401 2.2839
C 0.5442 -2.1816 1.6703
N 0.0902 -2.1029 0.4003
S -0.5229 -3.5593 -0.1201
O -1.9257 -3.4113 -0.4171
O 0.2965 -4.1509 -1.1360
C -0.2832 -4.3864 1.4081
C -0.5845 -5.6931 1.7316
C -0.2534 -6.1088 3.0162
C 0.3605 -5.2425 3.9192
C 0.6630 -3.9348 3.5631
C 0.3322 -3.5220 2.2855
H -1.0630 -6.3578 1.0271
H -0.4738 -7.1239 3.3179
H 0.6027 -5.5974 4.9114
H 1.1346 -3.2496 4.2540
```

---

[3]
This record from OMol25 describes an isolated molecule of C5H11P at a distorted geometry. The level of theory is ωB97M-V/def2-TZVPD.

2S+1: 1
E_LUMO: 0.97 eV
SMILES: C#CCCC[PH4]
ΔE to the lowest compared entry with this formula, charge and spin: 391.11 kJ/mol
net charge: 0

Structure (XYZ):
```
17
C5H11P ωB97M-V/def2-TZVPD
C 3.7888 0.9526 -0.2602
C 2.7533 0.3696 -0.1455
C 1.5460 -0.4973 -0.1283
C 0.2702 0.3633 0.0774
C -0.8954 -0.6060 0.4351
P -2.6057 0.0693 -0.0456
H 4.8137 1.1934 -0.3999
H 1.5302 -1.0333 -1.0791
H 1.6328 -1.1907 0.7113
H 0.4679 1.0416 0.9107
H 0.0579 0.9182 -0.8432
H -0.7229 -1.5079 -0.1732
H -0.8070 -0.8416 1.5033
H -2.3955 -0.3672 -1.3952
H -2.2629 1.4085 0.3077
H -3.2246 -0.7762 0.9454
H -3.9470 0.5037 -0.4208
```

---

[4]
This record from OMol25 describes an isolated molecule of C9H16N4 at a distorted geometry. The level of theory is ωB97M-V/def2-TZVPD.

2S+1: 1
E_LUMO: -0.65 eV
SMILES: CCCCc1nnc(CCC)nn1
ΔE to the lowest compared entry with this formula, charge and spin: 230.01 kJ/mol
net charge: 0

Structure (XYZ):
```
29
C9H16N4 ωB97M-V/def2-TZVPD
C -2.2063 1.2380 -1.1287
C -2.8626 -0.1423 -1.2263
C -1.9296 -1.2459 -1.7758
C -1.5088 -2.2773 -0.7193
C -0.3850 -1.7035 0.0556
N -0.6974 -1.0081 1.1329
N 0.2981 -0.4338 1.7860
C 1.5119 -0.6124 1.3006
C 2.6279 0.0773 1.9823
C 2.9810 1.3979 1.2470
C 1.8219 2.0718 0.5199
N 1.8278 -1.3434 0.2482
N 0.8334 -1.9135 -0.4068
H -1.9059 1.4647 -0.1130
H -1.3217 1.3289 -1.7456
H -2.9103 2.0106 -1.4058
H -3.7164 -0.0799 -1.8844
H -3.1832 -0.4356 -0.2332
H -1.0304 -0.7623 -2.1415
H -2.3719 -1.7447 -2.6310
H -2.3141 -2.5085 -0.0344
H -1.1586 -3.1653 -1.2303
H 2.3460 0.3105 3.0000
H 3.4815 -0.5809 1.9637
H 3.4186 2.1017 1.9445
H 3.7418 1.1804 0.5057
H 1.6151 1.5718 -0.4164
H 2.0780 3.0977 0.2914
H 0.9191 2.1061 1.1146
```

---

[5]
This record from OMol25 describes an isolated molecule of C22H23F2N3O3S. The level of theory is ωB97M-V/def2-TZVPD.

2S+1: 1
E_LUMO: 0.61 eV
SMILES: O=S(=O)(NC[C@@H](c1ccco1)N1CCN(c2ccccc2F)CC1)c1ccc(F)cc1
ΔE to the lowest compared entry with this formula, charge and spin: 0.00 kJ/mol
net charge: 0

Structure (XYZ):
```
54
C22H23F2N3O3S ωB97M-V/def2-TZVPD
O 3.0283 -3.8795 -0.0529
S 2.9429 -2.7739 -0.9583
O 4.1434 -2.1239 -1.3990
N 1.9131 -1.6680 -0.2668
C 2.0027 -0.2939 -0.6799
C 0.6132 0.3738 -0.7058
C -0.2276 -0.3846 -1.6866
C -0.9843 -1.5094 -1.5436
C -1.5064 -1.7988 -2.8281
C -1.0176 -0.8382 -3.6550
O -0.2400 0.0225 -2.9723
N -0.0500 0.3815 0.5934
C 0.7489 0.9255 1.6801
C -0.0083 0.7681 3.0055
N -1.2780 1.4611 2.9644
C -1.3674 2.7884 3.3502
C -2.0676 3.7571 2.6197
C -2.1978 5.0590 3.0652
C -1.6282 5.4611 4.2591
C -0.9399 4.5285 5.0159
C -0.8307 3.2297 4.5700
F -0.1819 2.3556 5.3864
C -2.0536 0.9640 1.8523
C -1.3080 1.1124 0.5240
C 1.9906 -3.2468 -2.3953
C 2.2228 -2.6194 -3.6036
C 1.4532 -2.9533 -4.7046
C 0.4726 -3.9194 -4.5546
F -0.2842 -4.2442 -5.6184
C 0.2419 -4.5638 -3.3500
C 1.0132 -4.2128 -2.2566
H 1.7057 -1.8283 0.7036
H 2.3948 -0.3042 -1.6981
H 2.7051 0.2835 -0.0673
H 0.7557 1.4032 -1.0931
H -1.1518 -2.0466 -0.6347
H -2.1574 -2.6060 -3.0931
H -1.1464 -0.6571 -4.7032
H 1.6854 0.3754 1.7618
H 0.9801 1.9949 1.5172
H 0.6138 1.1348 3.8172
H -0.2111 -0.2941 3.1729
H -2.5162 3.4938 1.6756
H -2.7445 5.7682 2.4617
H -1.7219 6.4785 4.6031
H -0.4964 4.7879 5.9644
H -3.0223 1.4613 1.8148
H -2.2224 -0.1028 2.0314
H -1.9139 0.6970 -0.2824
H -1.1282 2.1818 0.3109
H 3.0151 -1.8914 -3.6726
H 1.6036 -2.4849 -5.6641
H -0.5256 -5.3183 -3.2842
H 0.8829 -4.6849 -1.2967
```

---

[6]
This record from OMol25 describes a cluster of 2 separate species, C4H6O in total. The level of theory is ωB97M-V/def2-TZVPD.

2S+1: 1
E_LUMO: 0.13 eV
ΔE to the lowest compared entry with this formula, charge and spin: 312.26 kJ/mol
net charge: 0

Structure (XYZ):
```
11
C4H6O ωB97M-V/def2-TZVPD
C -1.1776 0.7085 -0.3360
O 0.1714 1.1911 -0.1589
C 1.0911 0.2499 -0.2624
C 0.3289 -0.9957 -0.5517
C -0.9853 -0.7401 -0.5955
H -1.7358 0.9250 0.5813
H -1.6330 1.2576 -1.1668
H 2.6590 0.3896 2.4924
H 2.4535 0.3955 1.7748
H 0.8094 -1.9557 -0.6973
H -1.8011 -1.4311 -0.7749
```

---

[7]
This record from OMol25 describes a cluster of 2 separate species, C5H12O in total at a distorted geometry. The level of theory is ωB97M-V/def2-TZVPD.

2S+1: 1
E_LUMO: 0.82 eV
SMILES: C/C=C/CC.O
ΔE to the lowest compared entry with this formula, charge and spin: 121.65 kJ/mol
net charge: 0

Structure (XYZ):
```
18
C5H12O ωB97M-V/def2-TZVPD
C -0.6803 -1.4212 -2.5683
C 0.1316 -0.3968 -1.8163
C 0.7434 -0.7350 -0.6812
C 1.1406 0.1175 0.5043
C 1.5863 1.5548 0.1556
H -0.5307 -2.4369 -2.2148
H -1.7277 -1.1291 -2.6427
H -0.3373 -1.4167 -3.6155
H -0.0596 0.6488 -2.0367
H 0.6555 -1.7657 -0.3465
H 1.9326 -0.3942 1.0443
H 0.2287 0.2750 1.0849
H 2.3301 1.5636 -0.6468
H 0.7740 2.1305 -0.2997
H 1.9178 2.0528 1.0617
O -2.6018 0.0518 4.3900
H -3.3740 0.4424 3.9979
H -2.1292 0.8583 4.6299
```

---

[8]
This record from OMol25 describes a cluster of 9 separate species, C18H54O9S9 in total at a distorted geometry. The level of theory is ωB97M-V/def2-TZVPD.

2S+1: 1
E_LUMO: -0.48 eV
ΔE to the lowest compared entry with this formula, charge and spin: 307.81 kJ/mol
net charge: 0

Structure (XYZ):
```
90
C18H54O9S9 ωB97M-V/def2-TZVPD
C -0.3584 -3.8282 2.9418
S 0.3756 -2.8455 4.3054
O 1.7570 -3.5120 4.3655
C 0.4612 -1.2177 3.4014
H 0.4129 -4.0739 2.2118
H -1.2655 -3.3908 2.5247
H -0.5348 -4.8545 3.2639
H -0.5670 -0.8570 3.4315
H 0.8241 -1.3139 2.3781
H 1.0526 -0.4763 3.9387
C 3.4834 5.1892 -1.3242
S 2.0043 6.2780 -1.0519
O 1.3858 6.2885 -2.4581
C 0.8894 5.1880 -0.1518
H 4.0325 5.0310 -0.3960
H 4.1506 5.5411 -2.1110
H 3.0234 4.3189 -1.7922
H 0.1789 4.8250 -0.8945
H 0.3075 5.7945 0.5422
H 1.4041 4.3826 0.3721
C 6.4310 1.0032 2.5904
S 4.8665 2.0041 2.9649
O 5.3632 3.3732 3.5192
C 4.2823 2.1603 1.2193
H 6.0300 0.1220 2.0897
H 6.9710 0.7521 3.5034
H 7.1463 1.6176 2.0437
H 4.2162 1.2698 0.5942
H 4.9184 2.8517 0.6667
H 3.2783 2.5847 1.2164
C 3.4280 -3.3766 1.2139
S 3.9641 -1.6282 1.0404
O 5.4074 -1.7263 0.5811
C 3.0573 -1.2013 -0.5443
H 2.4438 -3.6401 0.8265
H 3.7641 -3.7203 2.1922
H 4.1066 -3.9679 0.5991
H 2.0004 -1.3429 -0.3184
H 3.2496 -1.9344 -1.3278
H 3.2699 -0.1930 -0.8995
C -1.4874 0.1896 0.6823
S -0.6459 1.7646 0.2908
O 0.4812 1.7707 1.3485
C 0.0951 1.1901 -1.3188
H -1.9772 0.0930 1.6512
H -0.7805 -0.6336 0.5788
H -2.2281 -0.1056 -0.0609
H -0.4570 1.4489 -2.2223
H 0.0861 0.1051 -1.4226
H 1.0557 1.6859 -1.4587
C -3.4339 -1.5584 -2.7807
S -5.1920 -1.5955 -2.2015
O -5.8028 -0.1988 -2.3090
C -5.8859 -2.5481 -3.6574
H -3.1518 -2.5854 -2.5488
H -2.8686 -0.8269 -2.2033
H -3.2884 -1.3527 -3.8411
H -5.5690 -3.5818 -3.5185
H -5.4585 -2.0766 -4.5424
H -6.9750 -2.5255 -3.6955
C -3.4503 1.0993 6.3079
S -2.9118 2.6622 5.3476
O -1.7010 3.3368 6.0562
C -2.1324 1.9449 3.8902
H -3.9896 1.4267 7.1968
H -2.5478 0.5309 6.5329
H -4.1256 0.4421 5.7602
H -1.9265 2.7380 3.1713
H -2.8035 1.2178 3.4330
H -1.1646 1.4903 4.1019
C 1.0990 -4.5612 -2.9712
S -0.4658 -3.9599 -2.1694
O -0.1614 -2.5458 -1.7563
C -0.3143 -5.0043 -0.6475
H 2.0312 -4.1957 -2.5404
H 1.2784 -4.1368 -3.9591
H 1.1580 -5.6301 -3.1760
H 0.6995 -5.0049 -0.2472
H -0.5064 -6.0448 -0.9091
H -0.9877 -4.6285 0.1228
C -2.1762 1.7952 -4.9236
S -3.5548 2.9603 -4.6593
O -3.9091 3.3895 -6.0594
C -4.7253 1.6240 -4.2940
H -1.3221 2.4069 -5.2141
H -2.3183 1.0722 -5.7269
H -1.9356 1.2014 -4.0418
H -4.5772 1.4603 -3.2266
H -4.6174 0.6947 -4.8533
H -5.6694 2.0851 -4.5843
```

---

[9]
This record from OMol25 describes an isolated molecule of C2H4S5 at a distorted geometry. The level of theory is ωB97M-V/def2-TZVPD.

2S+1: 1
E_LUMO: 0.14 eV
SMILES: C1SSCSSS1
net charge: 0

Structure (XYZ):
```
11
C2H4S5 ωB97M-V/def2-TZVPD
C 1.6161 -0.7118 1.2655
S -0.1630 -0.7754 1.7372
S -1.0537 -0.2976 -0.0477
C -0.8708 1.4907 -0.2042
S 0.1840 2.3130 1.0635
S 2.0787 1.9935 0.1884
S 1.9795 -0.0189 -0.3579
H 2.0553 -1.6673 1.4591
H 2.1686 -0.1982 2.0195
H -1.8158 2.0707 -0.1975
H -0.3579 1.6220 -1.1050
```

---

- Look up the net charge of the eighth one.
  0

---

- Which of these has the highest net charge?
  C47H44BrF4N6O5PRuS2

---

- Which formula does entry 1 have?
  C24H28N4O6